[1]
DFT (ωB97M-V/def2-TZVPD) results for a structure of composition C30H46BrN3P2PbSe.

XYZ file:
```
84
Properties=species:S:1:pos:R:3:forces:R:3
C 0.44997 -0.58980 -8.44277 0.92 0.05 -0.18
C 1.34570 -0.57595 -7.35677 -0.07 -0.05 0.22
C 2.72677 -0.50957 -7.62925 -0.63 -0.07 -0.71
C 3.14747 -0.48933 -8.96614 1.72 0.04 -0.42
N 2.27947 -0.51782 -9.97242 -1.27 -0.01 3.50
C 0.97079 -0.56512 -9.74405 -1.05 -0.05 -1.42
C 0.86130 -0.62254 -6.00416 -0.26 0.10 0.45
C 0.44261 -0.59290 -4.86163 0.84 0.13 -2.64
C 0.07063 -0.47724 -3.52063 -0.13 0.04 0.75
C -0.92095 0.42637 -3.13121 0.06 -0.10 0.16
C -1.23161 0.54072 -1.77766 -0.07 0.25 -0.39
C -0.47960 -0.17074 -0.85851 -0.16 -0.71 -0.25
C 0.49405 -1.10142 -1.24797 0.10 0.09 -0.79
C 0.75948 -1.26616 -2.60015 0.22 0.08 0.33
Pb -1.13866 -1.39488 0.99565 -1.90 0.11 1.64
P -0.85983 1.59882 1.48179 0.47 2.30 0.83
H 3.45123 -0.47504 -6.81953 0.01 -0.02 -0.37
H -0.62348 -0.61799 -8.27448 0.22 -0.02 -0.30
H 4.22355 -0.44982 -9.19993 -0.55 -0.01 0.01
H 0.28591 -0.58642 -10.60658 0.41 0.02 0.35
H 1.49573 -1.99010 -2.95306 -0.20 0.20 0.15
H -1.43073 1.01080 -3.89380 -0.03 -0.13 0.22
H 1.00779 -1.77981 -0.55717 -0.06 0.42 -0.08
H -2.08402 1.16001 -1.49006 0.34 -0.17 0.05
C -0.81194 2.16052 3.26465 -0.21 -0.87 0.37
C 0.03536 3.34806 3.69888 0.21 0.35 -0.17
H -0.49186 1.26325 3.81841 -0.16 0.36 -0.06
H -1.85999 2.32678 3.55912 0.28 -0.22 -0.19
H -0.13635 3.51721 4.77119 0.04 -0.11 -0.27
H 1.10801 3.17010 3.57124 -0.17 0.06 0.02
H -0.23374 4.27500 3.18294 0.17 -0.20 0.11
C 0.82818 2.04017 0.87485 0.41 -0.75 -0.12
C 0.98679 3.15612 -0.14920 0.11 0.28 -0.15
H 1.19554 1.10882 0.41898 0.16 0.32 0.21
H 1.46210 2.22962 1.75182 -0.23 -0.06 -0.23
H 2.03722 3.18165 -0.47089 -0.26 0.02 0.07
H 0.37805 2.99681 -1.04787 0.09 0.02 0.20
H 0.75296 4.14323 0.26504 0.01 -0.24 -0.12
C -1.99090 2.86696 0.73320 -0.52 -0.76 -0.53
C -2.01089 4.29799 1.27573 0.09 0.28 0.14
H -2.99548 2.42488 0.83276 0.17 0.11 -0.10
H -1.77163 2.89271 -0.34217 -0.08 -0.03 0.25
H -2.71151 4.89249 0.67209 0.12 -0.25 0.13
H -2.35430 4.35399 2.31480 0.11 -0.07 -0.22
H -1.03950 4.80070 1.20313 -0.24 -0.20 0.05
Br -2.52139 -0.51950 3.42324 0.28 -0.35 -0.18
P 3.96988 -1.67468 2.07779 1.68 -0.30 0.66
C 3.60241 0.11762 2.25914 -0.27 -0.05 -0.19
C 4.33947 0.74940 3.44720 -0.08 0.15 -0.02
H 2.51331 0.22696 2.35979 0.11 0.26 -0.06
H 3.91464 0.59865 1.31921 -0.13 -0.06 0.20
H 4.31713 1.84261 3.36795 -0.02 -0.14 0.09
H 3.87437 0.47515 4.40154 0.14 -0.02 -0.17
H 5.39132 0.43819 3.47500 -0.28 0.03 -0.03
C 2.52365 -2.57899 2.74984 -0.16 0.16 -0.17
C 2.94847 -3.93521 3.34177 -0.28 0.03 0.03
H 1.78900 -2.70727 1.93852 -0.17 -0.06 0.29
H 2.08644 -1.93560 3.52975 0.03 -0.19 -0.19
H 2.15849 -4.31689 3.99840 0.15 -0.04 -0.13
H 3.11735 -4.67891 2.55337 0.06 0.17 0.16
H 3.86898 -3.83980 3.93359 -0.27 0.02 -0.20
C 3.96073 -1.96499 0.26362 -0.38 -0.01 -0.03
C 5.35591 -1.86288 -0.36626 -0.07 -0.03 -0.12
H 3.26692 -1.24949 -0.19720 0.03 -0.17 -0.22
H 3.56026 -2.97930 0.12184 0.04 0.17 -0.03
H 5.34978 -2.31752 -1.36209 0.04 0.10 0.07
H 5.67451 -0.82197 -0.48381 -0.02 -0.13 0.12
H 6.10813 -2.38661 0.23361 -0.19 0.11 -0.06
C -4.54113 -3.51352 1.78531 -0.08 -0.65 0.11
N -5.23756 -2.32074 2.21728 0.47 0.83 -0.50
C -5.95354 -2.19160 3.38539 -0.07 0.32 -0.12
C -6.32757 -0.88842 3.48173 0.32 -0.44 -0.47
N -5.82073 -0.24370 2.36929 0.81 -0.55 -0.50
C -5.89823 1.18684 2.17164 -0.28 0.58 0.04
C -5.09727 -1.11335 1.58915 -1.10 -0.50 2.50
Se -4.00115 -0.78677 0.15098 0.63 0.18 -1.01
H -4.66861 -3.64381 0.70825 0.00 0.00 0.20
H -4.98161 -4.36477 2.32072 0.20 0.21 -0.24
H -3.46792 -3.46213 2.01875 -0.32 0.11 0.03
H -6.12731 -3.03346 4.04015 -0.02 0.17 -0.13
H -6.89022 -0.36927 4.23961 -0.02 -0.03 -0.11
H -6.94990 1.50134 2.21482 0.32 -0.08 -0.10
H -5.34560 1.71967 2.95917 -0.06 -0.27 -0.24
H -5.48112 1.43361 1.19375 -0.09 -0.04 0.17
```
Forces are in eV/Å.

## Properties
energy relative to the best compared isomer or geometry (same formula, charge and spin) = 106.7 kJ/mol
charge = +2
molar mass = 876.73 g/mol

Which charges does Mulliken predict for the atoms? In e, they are: -0.314, 0.713, -0.323, -0.363, 0.014, -0.363, -0.295, -0.490, 1.049, -0.819, -0.407, 0.411, -0.537, -1.112, 0.607, 0.795, 0.461, 0.460, 0.400, 0.403, 0.450, 0.497, 0.487, 0.485, -0.686, -1.249, 0.533, 0.517, 0.381, 0.288, 0.238, 0.602, -1.600, -0.349, 0.340, 0.426, 0.260, 0.330, -0.177, -1.423, 0.177, 0.303, 0.454, 0.343, 0.193, -0.459, -0.192, 0.415, -1.438, -0.456, 0.429, 0.387, 0.329, 0.410, 0.089, -1.340, -0.181, 0.401, 0.376, 0.331, 0.377, 0.001, -1.330, -0.147, 0.507, 0.400, 0.295, 0.368, -0.838, 0.315, -0.303, -0.502, 0.250, -0.936, -0.211, -0.234, 0.371, 0.327, 0.216, 0.422, 0.481, 0.354, 0.337, 0.272

***

[2]
DFT (ωB97M-V/def2-TZVPD) results for a cluster of 3 separate species, C30H46IN3O4Si in total.

XYZ file:
```
85
Properties=species:S:1:pos:R:3:forces:R:3
C -2.58048 6.86907 -0.63302 -0.05 0.33 -0.21
C -3.95189 6.25364 -0.67040 -0.02 -0.08 0.12
O -4.93760 6.82502 -0.30285 -0.01 -0.09 0.08
O -4.04325 4.94248 -1.02842 -0.16 0.10 -0.15
C -3.29144 4.41880 -2.12889 -0.04 -0.16 -0.15
C -2.75507 3.05218 -1.77094 0.00 0.01 0.14
C -1.92362 3.09034 -0.50378 0.38 0.66 0.09
O -0.93180 2.07425 -0.51547 -0.15 -0.19 0.02
C -0.65293 1.61887 0.83733 -0.30 -0.50 -0.06
C 0.86289 1.70884 1.03686 0.15 0.33 0.16
C 1.37789 1.51866 2.44952 0.01 -0.18 -0.02
C 1.88132 2.60620 3.15506 0.09 0.03 -0.10
C 2.35535 2.47691 4.44821 -0.01 0.15 -0.09
C 2.33857 1.24201 5.07315 0.06 0.02 0.15
C 1.86698 0.14247 4.38018 -0.04 -0.14 0.02
C 1.39918 0.28011 3.08341 -0.08 0.07 -0.10
Si -1.29512 -0.22226 0.81093 0.11 -0.23 0.15
C -2.74803 -0.46516 -0.35764 0.04 0.10 -0.06
C -1.83138 -0.80351 2.52645 0.02 0.25 0.04
C 0.04698 -1.36551 0.14880 -0.36 0.10 0.17
C -1.49643 2.50863 1.76696 -0.36 0.15 0.57
N -0.78780 3.61109 2.45921 0.17 0.20 -0.56
C -0.21738 4.50579 1.88209 -0.43 -0.37 -0.33
O 0.33130 5.37281 1.32303 0.19 0.28 0.31
C -2.61398 3.07305 0.87243 -0.15 -0.18 -0.16
C -3.95515 2.34923 1.04444 -0.03 -0.03 -0.10
C -4.91191 3.15040 1.92066 -0.15 -0.02 -0.02
C -6.27154 2.45614 2.03098 0.13 -0.01 -0.12
I -7.00013 2.31520 4.03022 -0.06 0.01 0.05
H -2.70585 7.90561 -0.33949 0.05 0.03 0.10
H -1.93683 6.35838 0.08147 0.01 -0.10 0.01
H -2.09191 6.85586 -1.60380 0.07 -0.04 -0.02
H -2.48559 5.08490 -2.43055 0.06 0.06 0.15
H -3.97611 4.32835 -2.97337 -0.04 0.09 -0.03
H -2.09682 2.72771 -2.57682 -0.06 -0.12 -0.08
H -3.59183 2.36042 -1.69727 0.08 -0.19 -0.05
H -1.38178 4.05190 -0.53155 0.04 0.00 -0.07
H 1.34097 1.01133 0.35103 0.09 -0.04 0.00
H 1.17590 2.70479 0.70954 -0.03 0.00 -0.10
H 1.90219 3.57661 2.67458 0.13 -0.02 0.05
H 2.72904 3.35558 4.95544 0.04 -0.02 0.10
H 2.69503 1.14006 6.08917 0.02 -0.02 0.02
H 1.86040 -0.83664 4.84073 0.02 -0.01 0.05
H 1.04665 -0.59737 2.56698 -0.04 -0.14 -0.10
H -3.27368 0.44611 -0.61899 -0.04 0.09 0.01
H -2.39092 -0.90132 -1.29023 0.00 -0.04 -0.04
H -3.47277 -1.14886 0.08554 -0.03 -0.07 0.01
H -1.60747 -1.86179 2.66240 -0.01 -0.07 -0.03
H -1.33742 -0.26033 3.33253 0.06 -0.01 0.03
H -2.90624 -0.67521 2.66626 -0.06 0.00 -0.01
H -0.00487 -1.37305 -0.93977 0.20 0.03 -0.06
H 1.04857 -1.10890 0.46789 0.19 -0.01 -0.07
H -0.17053 -2.37582 0.50311 -0.03 -0.07 -0.04
H -1.93848 1.91823 2.56460 0.08 -0.02 0.13
H -2.80008 4.10882 1.14895 0.07 0.05 0.09
H -3.82318 1.36313 1.49507 0.09 -0.09 -0.03
H -4.44202 2.18057 0.08427 -0.02 0.02 -0.05
H -5.06273 4.13142 1.46814 0.06 0.10 0.07
H -4.47580 3.30401 2.90708 0.08 0.03 0.02
H -7.03565 2.97852 1.46680 -0.08 0.02 0.03
H -6.22558 1.43312 1.66965 -0.01 -0.08 0.06
C 5.64904 -3.80161 -1.46124 0.00 -0.01 0.01
C 4.36103 -4.27938 -0.80435 0.09 -0.01 0.00
C 3.14382 -3.44217 -1.21197 0.04 -0.03 0.11
C 3.29806 -2.04493 -0.81358 0.04 0.12 -0.01
N 3.43690 -0.95133 -0.49108 0.01 0.00 0.01
H 5.89173 -2.78203 -1.15818 -0.02 0.01 -0.01
H 6.48637 -4.43972 -1.17706 0.00 0.00 -0.01
H 5.55774 -3.82376 -2.54810 -0.01 0.00 0.00
H 4.46708 -4.25622 0.28252 -0.03 0.00 0.00
H 4.16519 -5.31418 -1.08798 -0.05 0.01 -0.01
H 2.23609 -3.82403 -0.74070 -0.02 0.01 -0.03
H 3.00328 -3.48376 -2.29121 0.00 -0.02 -0.02
C 5.63193 -8.23004 -4.79769 -0.01 -0.01 0.03
C 4.33193 -8.69169 -4.15166 0.09 0.01 -0.02
C 3.12729 -7.83536 -4.56161 0.08 -0.10 0.02
C 3.29834 -6.43785 -4.17026 -0.08 0.09 0.01
N 3.43320 -5.34408 -3.84947 0.03 -0.04 -0.03
H 5.88734 -7.21466 -4.49125 -0.02 0.01 -0.01
H 6.45659 -8.88055 -4.50849 0.00 0.00 -0.01
H 5.55773 -8.24619 -5.88651 0.00 0.00 0.00
H 4.43043 -8.67246 -3.06480 -0.03 -0.01 0.01
H 4.12305 -9.72464 -4.43363 -0.05 0.00 0.00
H 2.21236 -8.20372 -4.09619 -0.02 0.00 -0.02
H 2.98530 -7.86756 -5.64341 -0.01 0.00 -0.01
```
Forces are in eV/Å.

## Properties
SMILES = CC(=O)OCC[C@@H]1O[C@](Cc2ccccc2)([Si](C)(C)C)[C@@H](N=C=O)[C@@H]1CCCI.CCCC#N.CCCC#N
energy = -2223.16744 Eh
molar mass = 667.71 g/mol

Which charges does Mulliken predict for the atoms? In e, they are: -0.927, 0.853, -0.578, -0.305, -0.681, -1.229, -0.212, -0.355, 0.915, -1.579, 0.566, -0.247, -0.905, -0.400, -1.072, 0.140, 0.665, -1.081, -1.418, -1.271, -0.425, -0.763, 0.668, -0.553, 0.701, -1.341, -0.716, -1.175, 0.018, 0.353, 0.091, 0.341, 0.401, 0.399, 0.393, 0.276, 0.301, 0.574, 0.645, 0.433, 0.398, 0.384, 0.404, 0.420, 0.204, 0.354, 0.379, 0.459, 0.408, 0.422, 0.394, 0.099, 0.424, 0.633, 0.742, 0.186, 0.499, 0.095, 0.580, 0.495, 0.463, -1.215, -0.503, -0.078, 0.068, -0.459, 0.390, 0.344, 0.289, 0.400, 0.290, 0.268, 0.285, -1.085, -0.405, -0.457, 0.204, -0.374, 0.310, 0.319, 0.303, 0.289, 0.307, 0.274, 0.294

***

Which of these has the highest molar mass? C30H46BrN3P2PbSe

***

Among the records above, which one has the highest molar mass? C30H46BrN3P2PbSe

***

Which of these has the lowest molar mass? C30H46IN3O4Si

***

Number 1 is which compound? C30H46BrN3P2PbSe